# C73H171N9O13

A 13-piece molecular cluster, C73H171N9O13 overall (wB97M-V/def2-TZVPD, OMol25).

- energy (Eh) = -4354.52104
- charge = 0
- LUMO (hartree) = 0.0199
- molecular weight (Da) = 1383.2
- Kohn-Sham gap (eV) = 8.6603
- E_HOMO (eV) = -8.12
- ΔE to the lowest compared entry with this formula, charge and spin (kcal per mole) = 100.8

Bonds (Å) are listed after each position.
CARTESIAN COORDINATES (ANGSTROEM)
1 C -5.455 2.794 -5.105  C2 1.592, H7 1.099, H8 1.041, H9 1.111
2 C -4.553 1.729 -4.339  C1 1.592, C3 1.530, N6 1.478, H10 1.072
3 C -3.197 2.302 -3.921  C2 1.530, O4 1.372, H11 1.142, H12 1.091
4 O -2.518 2.719 -5.038  C3 1.372, C5 1.417
5 C -1.203 3.191 -4.799  O4 1.417, H13 1.153, H14 1.091, H15 1.092
6 N -5.344 1.263 -3.180  C2 1.478, H16 1.022, H17 1.026
7 H -6.442 2.310 -5.085  C1 1.099
8 H -5.098 3.011 -6.058  C1 1.041
9 H -5.530 3.675 -4.432  C1 1.111
10 H -4.392 1.010 -5.117  C2 1.072
11 H -2.609 1.491 -3.374  C3 1.142
12 H -3.480 3.119 -3.256  C3 1.091
13 H -1.282 4.139 -4.148  C5 1.153
14 H -0.857 3.510 -5.783  C5 1.091
15 H -0.657 2.433 -4.233  C5 1.092
16 H -4.833 0.525 -2.692  N6 1.022
17 H -6.213 0.858 -3.545  N6 1.026
18 C 8.946 1.157 0.478  C19 1.519, H24 1.107, H25 1.078, H26 1.086
19 C 7.595 0.569 0.844  C18 1.519, C20 1.595, N23 1.455, H27 1.149
20 C 7.768 -0.719 1.770  C19 1.595, O21 1.434, H28 1.102, H29 1.136
21 O 6.469 -1.301 1.938  C20 1.434, C22 1.393
22 C 6.592 -2.507 2.624  O21 1.393, H30 1.087, H31 1.109, H32 1.074
23 N 6.778 1.550 1.542  C19 1.455, H33 0.992, H34 1.023
24 H 8.777 1.904 -0.321  C18 1.107
25 H 9.572 0.391 0.051  C18 1.078
26 H 9.355 1.595 1.384  C18 1.086
27 H 7.075 0.071 -0.051  C19 1.149
28 H 8.266 -0.518 2.732  C20 1.102
29 H 8.317 -1.473 1.121  C20 1.136
30 H 5.592 -2.874 2.838  C22 1.087
31 H 7.279 -2.334 3.477  C22 1.109
32 H 7.041 -3.343 2.119  C22 1.074
33 H 6.349 2.124 0.857  N23 0.992
34 H 6.002 1.088 2.021  N23 1.023
35 C 3.844 3.571 -0.122  C36 1.536, H41 1.063, H42 1.107, H43 1.118
36 C 3.442 2.347 -0.959  C35 1.536, C37 1.511, N40 1.414, H44 1.133
37 C 3.515 2.795 -2.400  C36 1.511, O38 1.468, H45 1.107, H46 1.076
38 O 2.929 1.782 -3.287  C37 1.468, C39 1.419
39 C 3.082 2.089 -4.664  O38 1.419, H47 1.091, H48 1.090, H49 1.087
40 N 4.428 1.365 -0.713  C36 1.414, H50 1.045, H51 0.988
41 H 4.864 3.872 -0.140  C35 1.063
42 H 3.531 3.304 0.906  C35 1.107
43 H 3.197 4.422 -0.448  C35 1.118
44 H 2.376 2.068 -0.695  C36 1.133
45 H 4.559 3.039 -2.679  C37 1.107
46 H 2.852 3.635 -2.506  C37 1.076
47 H 4.133 2.116 -4.953  C39 1.091
48 H 2.706 3.107 -4.766  C39 1.090
49 H 2.517 1.335 -5.207  C39 1.087
50 H 4.299 0.525 -1.322  N40 1.045
51 H 4.508 1.022 0.211  N40 0.988
52 C 2.327 -6.267 1.597  C53 1.513, H58 1.080, H59 1.066, H60 1.082
53 C 1.639 -5.145 2.344  C52 1.513, C54 1.486, N57 1.493, H61 1.116
54 C 0.154 -5.184 2.312  C53 1.486, O55 1.400, H62 1.112, H63 1.089
55 O -0.357 -4.157 3.115  C54 1.400, C56 1.424
56 C -1.726 -4.308 3.475  O55 1.424, H64 1.095, H65 1.092, H66 1.128
57 N 2.269 -5.116 3.697  C53 1.493, H67 0.984, H68 1.007
58 H 3.398 -6.133 1.554  C52 1.080
59 H 1.996 -6.218 0.585  C52 1.066
60 H 2.153 -7.248 2.020  C52 1.082
61 H 1.988 -4.216 1.831  C53 1.116
62 H -0.270 -6.130 2.714  C54 1.112
63 H -0.289 -5.156 1.317  C54 1.089
64 H -1.952 -3.440 4.102  C56 1.095
65 H -1.926 -5.220 4.040  C56 1.092
66 H -2.304 -4.341 2.506  C56 1.128
67 H 2.972 -4.428 3.735  N57 0.984
68 H 1.545 -5.159 4.395  N57 1.007
69 C -0.056 0.583 7.004  C70 1.537, H80 1.141, H81 1.088, H82 1.109
70 C -1.524 0.520 7.455  C69 1.537, C71 1.492, N75 1.535, C79 1.494
71 C -1.649 1.259 8.745  C70 1.492, C72 1.546, H83 1.100, H84 1.085
72 C -3.084 1.737 9.069  C71 1.546, C73 1.488, H85 1.090, H86 1.111
73 C -3.482 2.674 7.983  C72 1.488, C74 1.613, H87 1.105, H88 1.073
74 C -3.522 1.900 6.569  C73 1.613, N75 1.459, C77 1.566, C78 1.480
75 N -2.179 1.369 6.358  C70 1.535, C74 1.459, O76 1.479
76 O -2.280 0.512 5.157  N75 1.479, H98 0.961
77 C -4.678 0.843 6.594  C74 1.566, H89 1.102, H90 1.074, H91 1.111
78 C -3.790 2.922 5.533  C74 1.480, H92 1.113, H93 1.081, H94 1.050
79 C -1.969 -0.905 7.510  C70 1.494, H95 1.078, H96 1.047, H97 1.068
80 H -0.016 0.573 5.863  C69 1.141
81 H 0.449 -0.217 7.541  C69 1.088
82 H 0.327 1.598 7.231  C69 1.109
83 H -1.276 0.617 9.555  C71 1.100
84 H -0.988 2.117 8.809  C71 1.085
85 H -3.164 2.162 10.070  C72 1.090
86 H -3.769 0.862 9.099  C72 1.111
87 H -2.696 3.450 7.956  C73 1.105
88 H -4.424 3.156 8.165  C73 1.073
89 H -5.583 1.399 6.302  C77 1.102
90 H -4.548 0.206 5.739  C77 1.074
91 H -4.980 0.340 7.537  C77 1.111
92 H -4.781 3.387 5.729  C78 1.113
93 H -3.103 3.756 5.565  C78 1.081
94 H -3.851 2.596 4.537  C78 1.050
95 H -1.319 -1.424 8.197  C79 1.078
96 H -1.761 -1.238 6.540  C79 1.047
97 H -3.018 -1.046 7.653  C79 1.068
98 H -1.659 0.919 4.548  O76 0.961
99 C 3.550 -2.241 -0.286  C100 1.535, H110 1.144, H111 1.103, H112 1.076
100 C 3.695 -2.874 -1.677  C99 1.535, C101 1.549, N105 1.509, C109 1.524
101 C 2.972 -4.242 -1.724  C100 1.549, C102 1.592, H113 1.104, H114 1.128
102 C 2.804 -4.887 -3.170  C101 1.592, C103 1.452, H115 1.094, H116 1.126
103 C 2.121 -3.888 -3.973  C102 1.452, C104 1.497, H117 1.129, H118 1.068
104 C 2.837 -2.582 -4.119  C103 1.497, N105 1.522, C107 1.524, C108 1.580
105 N 3.103 -1.986 -2.744  C100 1.509, C104 1.522, O106 1.434
106 O 3.926 -0.814 -2.811  N105 1.434, H128 0.980
107 C 4.045 -2.688 -5.042  C104 1.524, H119 1.067, H120 1.096, H121 1.111
108 C 1.925 -1.485 -4.796  C104 1.580, H122 1.097, H123 1.142, H124 1.077
109 C 5.194 -3.123 -1.797  C100 1.524, H125 1.099, H126 1.085, H127 1.091
110 H 2.475 -2.150 0.096  C99 1.144
111 H 4.012 -1.239 -0.254  C99 1.103
112 H 4.031 -2.876 0.438  C99 1.076
113 H 3.583 -4.966 -1.157  C101 1.104
114 H 1.936 -4.158 -1.288  C101 1.128
115 H 2.246 -5.784 -2.889  C102 1.094
116 H 3.821 -5.129 -3.590  C102 1.126
117 H 1.114 -3.680 -3.506  C103 1.129
118 H 1.883 -4.266 -4.944  C103 1.068
119 H 3.719 -2.978 -6.016  C107 1.067
120 H 4.552 -1.721 -5.138  C107 1.096
121 H 4.728 -3.514 -4.751  C107 1.111
122 H 1.429 -1.847 -5.706  C108 1.097
123 H 1.109 -1.099 -4.098  C108 1.142
124 H 2.501 -0.624 -5.094  C108 1.077
125 H 5.573 -3.621 -2.700  C109 1.099
126 H 5.542 -3.727 -0.965  C109 1.085
127 H 5.732 -2.174 -1.778  C109 1.091
128 H 3.343 -0.028 -2.868  O106 0.980
129 C -2.102 -1.821 -9.161  C130 1.496, H140 1.068, H141 1.101, H142 1.123
130 C -2.994 -2.838 -8.523  C129 1.496, C131 1.534, N135 1.485, C139 1.519
131 C -2.317 -4.186 -8.246  C130 1.534, C132 1.539, H143 1.106, H144 1.083
132 C -1.460 -4.045 -6.975  C131 1.539, C133 1.500, H145 1.081, H146 1.064
133 C -2.224 -3.523 -5.795  C132 1.500, C134 1.572, H147 1.091, H148 1.076
134 C -2.971 -2.157 -6.012  C133 1.572, N135 1.444, C137 1.519, C138 1.525
135 N -3.638 -2.351 -7.277  C130 1.485, C134 1.444, O136 1.473
136 O -4.156 -1.013 -7.612  N135 1.473, H158 0.963
137 C -4.032 -1.910 -4.953  C134 1.519, H149 1.076, H150 1.096, H151 1.114
138 C -1.901 -1.070 -6.002  C134 1.525, H152 1.134, H153 1.122, H154 1.105
139 C -4.157 -3.039 -9.478  C130 1.519, H155 1.133, H156 1.101, H157 1.114
140 H -2.632 -0.898 -9.254  C129 1.068
141 H -1.764 -2.141 -10.159  C129 1.101
142 H -1.224 -1.623 -8.490  C129 1.123
143 H -3.159 -4.887 -8.098  C131 1.106
144 H -1.721 -4.574 -9.062  C131 1.083
145 H -0.712 -3.298 -7.200  C132 1.081
146 H -0.958 -4.949 -6.721  C132 1.064
147 H -1.578 -3.492 -4.916  C133 1.091
148 H -2.973 -4.263 -5.573  C133 1.076
149 H -4.621 -1.042 -5.195  C137 1.076
150 H -4.720 -2.756 -4.844  C137 1.096
151 H -3.501 -1.759 -3.987  C137 1.114
152 H -1.412 -1.178 -4.986  C138 1.134
153 H -1.094 -1.147 -6.778  C138 1.122
154 H -2.338 -0.060 -6.093  C138 1.105
155 H -4.366 -2.097 -10.071  C139 1.133
156 H -4.996 -3.305 -8.818  C139 1.101
157 H -3.924 -3.867 -10.187  C139 1.114
158 H -5.107 -1.163 -7.599  O136 0.963
159 C 0.261 0.487 0.324  C160 1.533, H170 1.080, H171 1.094, H172 1.103
160 C -0.815 -0.260 1.120  C159 1.533, C161 1.561, N165 1.470, C169 1.555
161 C -2.219 0.401 0.965  C160 1.561, C162 1.544, H173 1.117, H174 1.072
162 C -2.847 0.097 -0.412  C161 1.544, C163 1.472, H175 1.104, H176 1.092
163 C -2.948 -1.366 -0.534  C162 1.472, C164 1.525, H177 1.085, H178 1.083
164 C -1.593 -2.057 -0.426  C163 1.525, N165 1.499, C167 1.528, C168 1.511
165 N -0.949 -1.704 0.881  C160 1.470, C164 1.499, O166 1.430
166 O 0.345 -2.309 0.963  N165 1.430, H188 0.965
167 C -1.745 -3.574 -0.530  C164 1.528, H179 1.114, H180 1.088, H181 1.109
168 C -0.732 -1.716 -1.620  C164 1.511, H182 1.069, H183 1.071, H184 1.095
169 C -0.322 -0.125 2.589  C160 1.555, H185 1.107, H186 1.097, H187 1.131
170 H 1.212 -0.022 0.382  C159 1.080
171 H 0.475 1.411 0.869  C159 1.094
172 H 0.045 0.878 -0.684  C159 1.103
173 H -2.877 0.068 1.804  C161 1.117
174 H -2.103 1.465 1.030  C161 1.072
175 H -2.117 0.465 -1.155  C162 1.104
176 H -3.672 0.812 -0.406  C162 1.092
177 H -3.486 -1.833 -1.352  C163 1.085
178 H -3.403 -1.682 0.398  C163 1.083
179 H -2.332 -4.075 0.275  C167 1.114
180 H -2.151 -3.779 -1.518  C167 1.088
181 H -0.718 -3.988 -0.466  C167 1.109
182 H 0.250 -2.085 -1.421  C168 1.069
183 H -1.219 -2.154 -2.467  C168 1.071
184 H -0.745 -0.645 -1.849  C168 1.095
185 H -0.491 0.919 2.917  C169 1.107
186 H 0.727 -0.414 2.725  C169 1.097
187 H -0.995 -0.778 3.220  C169 1.131
188 H 0.307 -2.683 1.852  O166 0.965
189 C -1.589 4.252 2.622  C190 1.466, H200 1.077, H201 1.074, H202 1.115
190 C -0.327 4.719 3.204  C189 1.466, C191 1.524, N195 1.533, C199 1.578
191 C -0.156 6.229 3.088  C190 1.524, C192 1.465, H203 1.101, H204 1.119
192 C 0.983 6.707 3.876  C191 1.465, C193 1.546, H205 1.121, H206 1.099
193 C 0.906 6.459 5.400  C192 1.546, C194 1.505, H207 1.123, H208 1.085
194 C 0.705 4.990 5.657  C193 1.505, N195 1.467, C197 1.559, C198 1.532
195 N -0.323 4.516 4.723  C190 1.533, C194 1.467, O196 1.467
196 O -0.338 3.062 4.914  N195 1.467, H218 0.995
197 C 2.025 4.180 5.480  C194 1.559, H209 1.051, H210 1.114, H211 1.167
198 C 0.111 4.698 7.039  C194 1.532, H212 1.075, H213 1.096, H214 1.088
199 C 0.862 3.945 2.512  C190 1.578, H215 1.143, H216 1.056, H217 1.091
200 H -1.592 4.349 1.549  C189 1.077
201 H -2.399 4.827 3.031  C189 1.074
202 H -1.740 3.164 2.811  C189 1.115
203 H -0.058 6.576 2.048  C191 1.101
204 H -1.117 6.679 3.445  C191 1.119
205 H 1.166 7.798 3.697  C192 1.121
206 H 1.959 6.249 3.660  C192 1.099
207 H 0.174 7.122 5.934  C193 1.123
208 H 1.874 6.834 5.717  C193 1.085
209 H 1.876 3.261 5.970  C197 1.051
210 H 2.263 3.938 4.419  C197 1.114
211 H 2.947 4.571 6.080  C197 1.167
212 H 0.790 4.831 7.862  C198 1.075
213 H -0.659 5.458 7.216  C198 1.096
214 H -0.263 3.682 7.140  C198 1.088
215 H 0.644 3.716 1.414  C199 1.143
216 H 0.976 2.953 2.856  C199 1.056
217 H 1.825 4.457 2.521  C199 1.091
218 H -1.183 2.927 5.421  O196 0.995
219 C -0.353 3.664 -1.397  C220 1.545, H223 1.061, H224 1.088, H225 1.140
220 C -0.219 5.157 -1.772  C219 1.545, C221 1.573, O222 1.422, H226 1.057
221 C -1.398 5.977 -1.129  C220 1.573, H227 1.089, H228 1.087, H229 1.125
222 O 1.045 5.657 -1.354  C220 1.422, H230 0.966
223 H -0.494 3.424 -0.373  C219 1.061
224 H 0.527 3.095 -1.691  C219 1.088
225 H -1.264 3.230 -1.928  C219 1.140
226 H -0.186 5.197 -2.828  C220 1.057
227 H -1.490 6.985 -1.533  C221 1.089
228 H -1.406 6.034 -0.043  C221 1.087
229 H -2.391 5.499 -1.352  C221 1.125
230 H 0.942 6.279 -0.621  O222 0.966
231 C -2.169 -8.281 -3.039  C232 1.504, H235 1.050, H236 1.148, H237 1.071
232 C -1.188 -7.456 -3.825  C231 1.504, C233 1.554, O234 1.421, H238 1.079
233 C 0.270 -7.870 -3.485  C232 1.554, H239 1.106, H240 1.121, H241 1.103
234 O -1.420 -7.476 -5.226  C232 1.421, H242 0.954
235 H -2.172 -7.796 -2.107  C231 1.050
236 H -1.899 -9.395 -2.976  C231 1.148
237 H -3.147 -8.165 -3.460  C231 1.071
238 H -1.397 -6.457 -3.473  C232 1.079
239 H 0.540 -7.675 -2.430  C233 1.106
240 H 1.020 -7.358 -4.143  C233 1.121
241 H 0.398 -8.963 -3.551  C233 1.103
242 H -1.041 -8.275 -5.583  O234 0.954
243 C 3.332 -0.214 4.327  C244 1.530, H247 1.117, H248 1.096, H249 1.105
244 C 3.464 1.164 3.675  C243 1.530, C245 1.554, O246 1.484, H250 1.064
245 C 4.556 2.067 4.314  C244 1.554, H251 1.088, H252 1.065, H253 1.103
246 O 3.838 1.012 2.247  C244 1.484, H254 0.951
247 H 2.865 -0.883 3.564  C243 1.117
248 H 2.688 -0.108 5.208  C243 1.096
249 H 4.319 -0.629 4.599  C243 1.105
250 H 2.513 1.638 3.722  C244 1.064
251 H 4.541 2.077 5.402  C245 1.088
252 H 4.396 3.060 3.961  C245 1.065
253 H 5.508 1.666 3.929  C245 1.103
254 H 3.845 0.100 1.977  O246 0.951
255 C -6.545 4.754 -0.377  C256 1.564, H259 1.087, H260 1.124, H261 1.137
256 C -5.631 3.733 0.377  C255 1.564, C257 1.511, O258 1.405, H262 1.105
257 C -6.331 2.602 1.093  C256 1.511, H263 1.109, H264 1.118, H265 1.069
258 O -4.719 3.187 -0.542  C256 1.405, H266 0.955
259 H -5.919 5.558 -0.757  C255 1.087
260 H -7.293 5.184 0.344  C255 1.124
261 H -7.160 4.245 -1.185  C255 1.137
262 H -5.126 4.384 1.114  C256 1.105
263 H -7.025 2.898 1.906  C257 1.109
264 H -5.594 1.876 1.517  C257 1.118
265 H -6.821 2.014 0.346  C257 1.069
266 H -5.172 2.905 -1.334  O258 0.955

Mulliken atomic charge list, values in e, 6 entries:
1 C -1.777
2 C 0.561
3 C 0.336
4 O -0.484
5 C -0.289
6 N -0.242